ORCA calculation (wB97M-V/def2-TZVPD) on 5 unconnected molecules or ions with the total composition C30H56BFINO19 in a non-equilibrium geometry.

Geometry as XYZ:
```
109
Properties=species:S:1:pos:R:3:mulliken_charge:R:1
C -5.70255 2.29289 2.75611 -1.40
C -4.40908 1.48249 2.63344 0.53
F -4.05947 1.44573 1.29374 -0.40
C -3.22626 2.09264 3.42141 -0.71
C -2.47283 1.02671 4.22362 0.73
C -2.07173 -0.24052 3.44341 0.17
O -2.41316 -0.68460 2.43933 -0.49
O -1.08236 -0.79989 4.23226 -0.39
C -0.16871 0.27815 4.39043 0.97
C 1.06008 -0.08740 5.26444 -1.72
N 1.50231 0.99606 6.16629 -0.37
C 0.42780 0.64814 3.00582 -1.35
C 0.92251 -0.46639 2.05878 -0.50
C 2.27191 -0.00079 1.44363 -1.45
I 1.21416 -2.46989 2.73124 0.04
C -1.14888 1.39603 4.95098 2.05
C -0.53593 2.77270 4.50113 -1.38
C -0.92067 3.96765 5.36230 -1.77
O -2.32736 4.31438 5.36301 -0.21
C -2.61814 5.26116 4.46434 -0.07
O -2.30598 5.21936 3.35122 -0.37
O -1.24214 1.58407 6.35294 -0.99
B -1.62681 0.55514 7.16594 1.00
O -2.41537 -0.51633 6.82733 -0.59
O -1.14443 0.58045 8.46032 -0.52
H -6.50659 1.71487 3.20142 0.30
H -6.03203 2.58625 1.76233 0.39
H -5.55875 3.21376 3.31889 0.35
H -4.60072 0.46947 2.98003 0.30
H -2.62942 2.61661 2.68185 0.30
H -3.69363 2.76309 4.12857 0.27
H -3.25409 0.63099 4.87659 -0.26
H 1.90102 -0.36698 4.64271 0.35
H 0.74269 -0.92754 5.88388 0.40
H 2.00139 0.61164 6.96062 0.27
H 2.21143 1.52727 5.67090 0.26
H -0.25096 1.27178 2.42190 0.51
H 1.26637 1.31137 3.20997 0.85
H 0.25434 -0.50837 1.20830 0.62
H 3.03699 -0.22483 2.18649 0.42
H 2.27271 1.08348 1.33013 0.37
H 2.47220 -0.47383 0.48871 0.41
H 0.54654 2.74096 4.54790 0.76
H -0.78457 3.01647 3.47367 0.33
H -0.53108 3.91592 6.36855 0.49
H -0.39781 4.82019 4.92146 0.56
H -3.19390 6.13313 4.79727 0.42
H -1.98845 -1.28962 7.21868 0.26
H -0.29496 1.04251 8.41884 0.27
C -1.63418 -1.05817 -2.68190 -1.12
C -0.63839 -2.01241 -3.30697 -0.23
O 0.17920 -1.35415 -4.28991 -0.30
C 1.16474 -0.60252 -3.80437 0.80
O 1.43012 -0.43985 -2.64119 -0.57
O 1.80283 -0.03943 -4.83910 -0.35
C 2.83808 0.87274 -4.46166 -0.77
H -2.22487 -0.56287 -3.45398 0.33
H -2.30584 -1.59231 -2.01004 0.38
H -1.12869 -0.27912 -2.11177 0.27
H -1.16692 -2.80169 -3.83897 0.32
H -0.01179 -2.48971 -2.55326 0.31
H 3.54149 0.40720 -3.77402 0.32
H 2.40414 1.76614 -4.01497 0.31
H 3.36431 1.15151 -5.37114 0.25
C -6.01631 1.51848 7.91237 -1.23
C -5.78299 0.12459 7.36685 0.19
O -6.76871 -0.79882 7.85236 -0.39
C -7.95825 -0.73303 7.25421 0.73
O -8.26318 0.00633 6.35263 -0.56
O -8.76339 -1.62731 7.83616 -0.35
C -10.10565 -1.61111 7.34803 -0.64
H -6.07191 1.49718 9.00179 0.35
H -5.20881 2.18751 7.61131 0.32
H -6.95727 1.93142 7.54865 0.35
H -4.82092 -0.24557 7.71384 0.19
H -5.76087 0.11849 6.27613 0.21
H -10.13185 -1.70762 6.26451 0.30
H -10.60600 -0.69472 7.65916 0.29
H -10.61672 -2.46162 7.79139 0.22
C 2.60401 -2.58554 -6.48905 -0.80
C 3.70546 -3.18315 -5.64030 -0.18
O 4.08943 -4.48833 -6.10619 -0.36
C 4.87624 -4.50173 -7.17764 0.74
O 5.29314 -3.53319 -7.76579 -0.53
O 5.11318 -5.77383 -7.50621 -0.36
C 5.88072 -5.93876 -8.70006 -0.60
H 1.75656 -3.27033 -6.55350 0.29
H 2.26524 -1.63876 -6.06233 0.15
H 2.94715 -2.40111 -7.50780 0.30
H 3.34956 -3.32389 -4.62008 0.31
H 4.57747 -2.52937 -5.59439 0.29
H 6.80673 -5.36861 -8.65462 0.25
H 5.29292 -5.63971 -9.56738 0.29
H 6.12027 -6.99545 -8.78210 0.23
C 7.60068 -1.78951 -9.86981 -1.11
C 6.29102 -1.23277 -9.35314 0.18
O 6.33599 0.20429 -9.25751 -0.37
C 6.19692 0.86349 -10.40550 0.74
O 6.02573 0.37663 -11.49428 -0.56
O 6.29013 2.17383 -10.14409 -0.35
C 6.24089 3.00526 -11.30370 -0.64
H 8.43380 -1.43398 -9.26077 0.34
H 7.58447 -2.87922 -9.84865 0.23
H 7.78986 -1.46828 -10.89446 0.35
H 6.11050 -1.59707 -8.35052 0.12
H 5.44949 -1.54663 -9.97015 0.28
H 5.36221 2.78757 -11.90761 0.30
H 7.14743 2.87805 -11.89455 0.29
H 6.18581 4.03402 -10.95707 0.22
```

Computed properties:
SMILES = C[C@@H](F)C[C@H]1C(=O)O[C@@](CN)(C[C@@H](C)I)[C@]1(CCOC=O)OB(O)O.CCOC(=O)OC.CCOC(=O)OC.CCOC(=O)OC.CCOC(=O)OC
E_LUMO = 0.19 eV
2S+1 = 1
E_HOMO = -9.1 eV
Kohn-Sham gap = 0.341 Eh
total energy = -83908.68488 eV


ORCA calculation (wB97M-V/def2-TZVPD) on a molecular structure, C35H57N2O2P2Tc in a non-equilibrium geometry.

Geometry as XYZ:
```
99
Properties=species:S:1:pos:R:3:mulliken_spin:R:1
C 1.77271 -1.82453 1.02257 0.08
C 1.07367 -1.85878 -1.27191 -0.05
C 2.67573 -2.85712 0.77418 0.08
C 1.76190 -3.08196 -1.43288 0.16
C 2.64223 -3.50744 -0.45604 -0.01
H 3.35442 -3.16105 1.56313 0.00
H 1.68332 -3.57010 -2.41161 0.00
H 3.30331 -4.34556 -0.66703 0.00
N 1.02271 -1.31546 0.00759 -0.03
P -0.01883 -0.32558 2.60636 -0.05
P -0.06423 0.53487 -2.07669 -0.09
C 1.64069 -1.21751 2.41759 -0.02
H 1.74988 -1.99234 3.20322 -0.01
H 2.44708 -0.47928 2.60404 0.01
C -1.39885 1.82902 0.86436 -0.10
O -2.13849 2.68890 1.16229 0.09
C 0.61938 -1.14581 -2.49098 0.61
H -0.01475 -1.73292 -3.15870 0.00
C -1.66285 1.03130 -3.09767 0.02
C 1.49681 0.98156 -3.07299 0.05
C -1.16096 -1.71268 3.24606 0.01
C 0.35613 0.87501 4.03617 -0.02
C -2.79655 1.48985 -2.16711 0.00
H -2.50747 2.36864 -1.57907 0.00
H -3.66443 1.77249 -2.78739 0.00
H -3.12547 0.70440 -1.48193 0.00
C -1.37634 2.22353 -4.02242 0.00
H -1.04039 3.09350 -3.44360 0.00
H -0.64503 1.99975 -4.80600 0.00
H -2.30905 2.52217 -4.53005 0.00
C -2.16520 -0.17810 -3.89291 0.01
H -3.06276 0.12877 -4.45828 0.00
H -1.44571 -0.53098 -4.63917 0.00
H -2.42690 -1.00549 -3.21844 0.00
C 1.67905 2.48541 -3.12269 0.03
H 1.56151 2.90787 -2.11514 -0.01
H 2.70353 2.67593 -3.46820 0.00
H 0.99030 2.97658 -3.81190 0.00
C 2.69083 0.40132 -2.30035 0.06
H 2.67085 0.73728 -1.25439 -0.01
H 2.72229 -0.69748 -2.31224 -0.02
H 3.61247 0.73327 -2.78482 0.01
C 1.37888 0.31443 -4.46882 0.06
H 0.57658 -0.43566 -4.57533 -0.03
H 1.23042 1.05237 -5.26017 0.00
H 2.30863 -0.23365 -4.66860 0.00
C -0.94863 1.55895 4.47030 0.00
H -0.68738 2.39970 5.12949 0.00
H -1.50983 1.96375 3.61739 0.00
H -1.59718 0.88859 5.04700 0.00
C 1.30366 1.93174 3.46034 -0.01
H 2.30949 1.53533 3.27531 0.00
H 0.92995 2.35855 2.52064 0.02
H 1.40405 2.75696 4.18029 0.00
C 1.03612 0.24378 5.26545 0.00
H 1.48659 1.05925 5.85278 0.00
H 0.32724 -0.26159 5.93055 0.00
H 1.84176 -0.45480 5.00641 0.00
C -1.14405 -2.88498 2.25127 0.00
H -1.71031 -3.72015 2.68888 0.00
H -1.65452 -2.63578 1.32382 0.00
H -0.13267 -3.23059 2.01133 0.00
C -2.59372 -1.16067 3.32288 0.00
H -2.90638 -0.73847 2.36048 0.00
H -3.26886 -1.99606 3.56094 0.00
H -2.72156 -0.39490 4.09570 0.00
C -0.73465 -2.29248 4.60806 0.00
H 0.32430 -2.58536 4.63170 0.00
H -0.95114 -1.62396 5.44979 0.00
H -1.32217 -3.21019 4.77610 0.00
Tc -0.23268 0.45809 0.39375 2.07
N -2.03809 -0.75943 0.20792 -0.01
C -2.46767 -1.52944 -0.57344 0.05
C -2.85969 -2.70003 -1.28074 0.00
C -4.21280 -2.84000 -0.91902 0.02
C -2.23697 -3.67255 -2.14328 0.01
C -4.97556 -3.91405 -1.33899 0.00
H -4.62807 -2.06318 -0.26369 0.00
C -2.99325 -4.77473 -2.57085 0.00
H -1.20022 -3.61430 -2.44863 0.01
C -4.34957 -4.89640 -2.16336 0.02
H -6.03539 -3.97422 -1.00191 0.00
H -2.58389 -5.58524 -3.20809 0.00
H -4.96517 -5.75773 -2.47637 0.00
C 1.99427 5.13511 -0.07219 0.00
C 1.16323 3.92955 0.31788 0.02
O 1.82902 2.67590 0.17341 -0.04
C 3.12958 2.54367 0.75048 0.02
C 4.23721 2.83216 -0.24110 0.00
H 2.80520 5.31512 0.64428 0.00
H 1.34162 6.01523 -0.05674 0.00
H 2.40631 5.04372 -1.08540 0.00
H 0.80650 4.04060 1.35542 0.00
H 0.26342 3.86470 -0.31473 0.00
H 3.22381 3.19253 1.63376 0.00
H 3.19860 1.49854 1.08944 0.00
H 4.40331 3.91540 -0.33716 0.00
H 5.17034 2.38296 0.12674 0.00
H 4.02543 2.41274 -1.23628 0.00
```

Computed properties:
E_LUMO (spin up / spin down) = -11.09 / -11.95 eV
2S+1 = 4
E_HOMO (spin up / spin down) = -16.8 / -17.6 eV
total charge = +3
Kohn-Sham gap (spin up / spin down) = 0.211 / 0.209 Eh
total energy = -65042.40263 eV


ORCA calculation (wB97M-V/def2-TZVPD) on 3 unconnected molecules or ions with the total composition C5H18N3O2 in a non-equilibrium geometry.

Geometry as XYZ:
```
28
Properties=species:S:1:pos:R:3:nbo_charge:R:1
C -1.50918 -0.24159 2.85514 -0.65
C -1.52288 0.55667 1.53665 0.00
C -1.63280 -0.42732 0.38204 -0.48
C -1.03133 -0.04391 -0.93366 0.13
C -0.54505 -1.08174 -1.65267 -0.09
N -0.06898 -0.69095 -2.91801 -0.85
N -0.57767 1.28231 -1.18351 -0.87
N -0.04610 1.30425 1.63296 -0.73
H -0.65480 -0.80515 3.06541 0.24
H -2.37845 -0.85521 2.93786 0.25
H -1.65827 0.44066 3.75526 0.23
H -2.20366 1.47596 1.46217 0.23
H -0.97311 -1.45331 0.64254 0.26
H -2.75672 -0.61101 0.29636 0.26
H -0.89824 -2.10021 -1.38176 0.20
H -0.45005 -1.31802 -3.62040 0.39
H 0.79542 -0.46788 -3.03171 0.35
H -0.16895 1.35544 -2.21040 0.41
H -1.41836 1.79167 -1.26311 0.37
H -0.25136 2.14559 1.18710 0.44
H 0.26251 1.26000 2.61357 0.44
H 0.62975 0.68569 1.14296 0.48
H 2.85812 -0.39781 0.61593 0.51
H 2.06277 -1.66074 0.62291 0.48
O 2.06192 -0.85100 1.09988 -0.99
H 3.50157 1.03172 -1.35699 0.48
H 2.90848 -0.08355 -1.83862 0.47
O 3.32434 0.06652 -1.03540 -0.93
```

Computed properties:
E_LUMO = -2.78 eV
2S+1 = 1
E_HOMO = -11.6 eV
total charge = +1
ΔE to the lowest compared entry with this formula, charge and spin = 76.66 kcal/mol
Kohn-Sham gap = 0.323 Eh
total energy = -14033.64086 eV


ORCA calculation (wB97M-V/def2-TZVPD) on a molecular structure, C4H2ClNO in a non-equilibrium geometry.

Geometry as XYZ:
```
9
Properties=species:S:1:pos:R:3:nbo_charge:R:1
C -0.47090 1.46863 -0.04925 0.08
C -0.84358 -0.00932 -0.01022 -0.06
C 0.49693 -0.24802 0.04529 -0.02
C 1.43672 -1.35661 -0.02699 0.37
N 0.77120 1.22255 0.03374 -0.33
O 2.63222 -1.22082 -0.01042 -0.48
Cl -2.16562 -1.04662 0.00223 0.10
H -1.05457 2.44901 -0.12098 0.22
H 0.85659 -2.40356 -0.00658 0.12
```

Computed properties:
E_LUMO (spin up / spin down) = -1.43 / -1.43 eV
2S+1 = 1
E_HOMO (spin up / spin down) = -9.2 / -9.2 eV
ΔE to the lowest compared entry with this formula, charge and spin = 66.46 kcal/mol
Kohn-Sham gap (spin up / spin down) = 0.284 / 0.284 Eh
total energy = -20236.04039 eV


Question: Look up the 2S+1 of the first one.
Answer: 1